(1)
A structure of composition C15H23AsBr2N2O7P2Sn. Source: the Open Molecules 2025 dataset; level of theory: wB97M-V/def2-TZVPD.

Each line ends with the Löwdin charge.
Positions of all 53 atoms, in Å:
Sn  9.236  11.247  5.285  1.35
C  7.446  14.417  5.818  -0.01
C  8.940  14.646  5.832  -0.24
C  9.394  15.951  6.145  0.03
C  10.728  16.198  6.254  -0.01
C  11.670  15.211  5.984  -0.18
C  13.075  15.392  6.018  -0.60
Br  13.679  17.132  6.158  0.98
C  13.950  14.319  5.971  -0.14
C  13.483  13.037  5.698  -0.58
Br  14.723  11.662  5.662  0.92
C  12.074  12.761  5.608  -0.35
O  11.599  11.615  5.343  -0.20
C  11.146  13.898  5.731  -0.10
N  9.807  13.626  5.667  0.07
H  6.934  15.365  5.759  0.09
H  7.098  13.941  6.736  0.09
H  7.210  13.708  4.997  0.09
H  8.707  16.737  6.331  0.12
H  11.047  17.201  6.559  0.10
H  15.034  14.622  6.025  0.14
N  6.766  8.713  8.876  0.17
C  6.849  10.132  8.402  -0.51
C  5.883  10.999  9.181  -0.06
P  6.395  10.181  6.627  0.39
O  7.339  8.906  6.112  -0.24
O  4.970  9.855  6.426  -0.24
O  7.054  11.457  5.951  -0.50
P  8.680  10.553  8.651  0.49
O  8.444  11.963  9.490  -0.15
O  9.293  9.407  9.451  -0.31
O  9.387  10.950  7.333  -0.50
H  6.042  8.569  9.588  0.18
H  7.680  8.452  9.312  0.13
H  6.620  8.056  8.079  0.16
H  4.827  10.756  8.847  0.12
H  6.117  12.023  8.913  0.08
H  6.042  10.803  10.247  0.11
H  6.938  8.570  5.296  0.09
H  9.319  12.288  9.822  0.11
C  10.891  6.082  5.520  -0.22
As  11.342  8.087  5.575  1.29
C  12.038  8.213  7.438  -0.24
C  13.188  8.120  4.673  -0.22
H  11.568  5.577  6.198  0.04
H  10.967  5.718  4.475  0.05
H  9.834  5.983  5.828  0.03
H  12.175  7.167  7.762  0.05
H  11.293  8.691  8.114  0.02
H  12.979  8.729  7.404  0.02
H  13.846  7.473  5.250  0.05
H  13.572  9.127  4.571  -0.02
H  12.986  7.652  3.683  0.04

Results
- charge = +2
- orbital gap (alpha / beta) (eV) = 6.56 / 4.58
- spin multiplicity = 1
- energy above the lowest of the compared OMol25 structures with the same formula, charge and spin (eV) = 0.000

(2)
The molecule C7H8O. Source: the Open Molecules 2025 dataset; level of theory: wB97M-V/def2-TZVPD.

Each line ends with the Löwdin charge.
Positions of all 16 atoms, in Å:
C  -2.541  0.086  -0.031  -0.05
C  -1.072  -0.291  -0.009  -0.26
C  -0.559  -1.524  0.008  -0.04
C  0.951  -1.534  0.026  -0.09
C  1.301  -0.034  -0.012  -0.36
C  0.004  0.729  -0.036  -0.21
C  -0.066  2.055  0.047  0.11
H  -2.716  0.592  0.947  0.09
H  -3.165  -0.826  -0.226  0.09
H  -2.762  0.841  -0.818  0.08
H  -1.064  -2.443  0.101  0.10
H  1.436  -2.117  -0.776  0.12
H  1.367  -1.971  0.972  0.13
H  0.820  2.757  0.017  0.10
H  -1.053  2.485  0.188  0.06
O  2.378  0.471  -0.045  0.11

Results
- orbital gap (eV) = 9.23
- spin multiplicity = 1
- energy above the lowest of the compared OMol25 structures with the same formula, charge and spin (eV) = 1.150

(3)
A cluster of 7 separate species, C24H49BCl2NO7 in total. Source: the Open Molecules 2025 dataset; level of theory: wB97M-V/def2-TZVPD.

Each line ends with the Löwdin charge.
Positions of all 84 atoms, in Å:
C  3.180  -0.072  -1.132  -0.15
C  2.507  0.905  -2.153  -0.67
Cl  3.124  2.645  -2.094  0.47
C  1.514  0.582  -3.072  -0.56
Cl  0.931  1.921  -4.197  0.47
B  0.910  -0.940  -3.188  -0.56
C  -0.697  -1.020  -3.520  -0.17
C  -1.578  -0.803  -2.187  -0.33
O  -2.533  -1.920  -2.107  -0.13
C  -2.412  0.541  -2.265  -0.24
N  -1.574  1.762  -2.134  0.00
H  4.273  0.202  -0.970  0.06
H  3.166  -1.152  -1.440  0.06
H  2.647  0.002  -0.135  0.07
H  1.063  -1.445  -2.101  0.04
H  1.575  -1.522  -3.993  0.04
H  -1.039  -0.353  -4.368  0.08
H  -0.912  -2.099  -3.823  0.09
H  -0.947  -0.888  -1.251  0.13
H  -3.428  -1.530  -2.134  0.06
H  -2.951  0.568  -3.259  0.12
H  -3.170  0.530  -1.423  0.10
H  -1.837  2.291  -1.298  0.05
H  -1.794  2.387  -2.919  0.05
C  -6.368  -5.046  -0.984  -0.03
C  -5.322  -3.979  -1.178  -0.49
O  -5.630  -2.847  -1.497  0.06
C  -3.886  -4.367  -0.961  -0.01
H  -7.357  -4.624  -1.174  0.08
H  -6.198  -5.866  -1.685  0.08
H  -6.336  -5.416  0.043  0.08
H  -3.606  -5.157  -1.662  0.09
H  -3.746  -4.707  0.068  0.07
H  -3.246  -3.500  -1.135  0.06
C  -3.380  0.822  2.124  -0.03
C  -2.343  1.893  1.912  -0.51
O  -2.658  3.020  1.582  0.04
C  -0.903  1.513  2.124  -0.02
H  -4.371  1.238  1.935  0.08
H  -3.208  -0.003  1.431  0.07
H  -3.340  0.464  3.154  0.08
H  -0.622  0.718  1.431  0.08
H  -0.753  1.185  3.155  0.08
H  -0.269  2.381  1.936  0.08
C  8.491  5.086  -2.101  -0.03
C  8.041  3.652  -2.204  -0.50
O  8.846  2.744  -2.283  0.05
C  6.559  3.392  -2.205  -0.05
H  9.582  5.124  -2.112  0.08
H  8.112  5.657  -2.951  0.08
H  8.134  5.519  -1.165  0.05
H  6.095  3.888  -3.059  0.08
H  6.118  3.753  -1.274  0.08
H  6.380  2.319  -2.284  0.08
C  8.224  3.922  2.971  -0.02
C  8.359  4.855  1.797  -0.49
O  7.434  5.049  1.037  0.06
C  9.687  5.539  1.605  -0.02
H  7.217  3.502  2.984  0.09
H  8.943  3.105  2.880  0.09
H  8.389  4.467  3.902  0.08
H  10.471  4.794  1.455  0.09
H  9.917  6.156  2.476  0.08
H  9.640  6.180  0.724  0.08
C  -2.158  -4.087  2.564  -0.03
C  -1.117  -3.019  2.355  -0.49
O  -1.430  -1.895  2.027  0.07
C  0.324  -3.401  2.568  -0.02
H  -3.147  -3.666  2.375  0.08
H  -1.986  -4.910  1.867  0.08
H  -2.123  -4.451  3.593  0.08
H  0.604  -4.196  1.873  0.09
H  0.473  -3.731  3.598  0.08
H  0.959  -2.535  2.381  0.08
C  -9.216  -2.351  2.817  -0.03
C  -7.747  -2.393  2.485  -0.51
O  -6.952  -2.948  3.216  0.06
C  -7.306  -1.722  1.212  -0.02
H  -9.389  -2.874  3.759  0.08
H  -9.544  -1.316  2.924  0.08
H  -9.789  -2.847  2.031  0.08
H  -7.549  -0.658  1.249  0.09
H  -7.794  -2.190  0.355  0.08
H  -6.227  -1.830  1.101  0.08

Results
- charge = -1
- orbital gap (eV) = 6.57
- spin multiplicity = 1
- energy above the lowest of the compared OMol25 structures with the same formula, charge and spin (eV) = 0.981

(4)
A structure of composition C24H16FN2O3S5Tl. Source: the Open Molecules 2025 dataset; level of theory: wB97M-V/def2-TZVPD.

Each line ends with the Löwdin charge.
Positions of all 52 atoms, in Å:
Tl  0.399  -2.139  -0.758  0.62
O  3.803  1.674  2.048  0.01
C  4.308  0.454  2.295  -0.28
C  5.246  0.323  3.320  -0.04
C  5.782  -0.912  3.635  -0.12
C  5.411  -2.042  2.918  -0.11
C  4.506  -1.916  1.880  -0.03
C  3.940  -0.688  1.553  -0.09
C  2.957  -0.660  0.424  -0.57
O  2.933  -1.596  -0.397  -0.19
N  2.242  0.479  0.353  -0.02
N  1.216  0.514  -0.519  -0.02
C  0.864  1.727  -0.793  -0.10
C  -0.055  2.200  -1.830  -0.12
C  0.298  3.406  -2.454  -0.05
C  -0.393  3.910  -3.539  -0.11
C  -1.492  3.232  -4.037  -0.10
C  -1.902  2.066  -3.411  -0.02
C  -1.216  1.561  -2.316  -0.25
O  -1.762  0.479  -1.690  -0.09
H  3.059  1.509  1.375  0.07
H  5.528  1.208  3.878  0.10
H  6.486  -0.993  4.457  0.09
H  5.816  -3.013  3.176  0.09
H  4.189  -2.772  1.300  0.12
H  1.452  2.518  -0.319  0.11
H  1.178  3.925  -2.091  0.11
H  -0.066  4.832  -4.006  0.09
H  -2.038  3.617  -4.889  0.09
H  -2.773  1.524  -3.755  0.12
S  -0.422  -6.009  6.069  0.33
C  -0.517  -5.039  4.718  -1.57
S  0.522  -3.707  4.395  0.84
C  -0.154  -3.180  2.852  -1.20
C  -1.191  -3.943  2.394  -1.27
S  -2.059  -3.766  0.929  0.24
S  -1.669  -5.267  3.463  0.82
S  0.551  -1.769  2.142  0.39
F  -7.766  2.109  -2.509  0.03
C  -6.521  1.812  -2.048  -0.29
C  -5.638  2.846  -1.820  -0.02
C  -4.370  2.538  -1.341  -0.04
C  -4.000  1.222  -1.093  -0.20
C  -2.618  0.880  -0.592  -0.10
C  -4.916  0.203  -1.345  0.00
C  -6.188  0.493  -1.814  -0.01
H  -5.944  3.867  -2.006  0.11
H  -3.662  3.338  -1.157  0.12
H  -2.658  0.028  0.091  0.14
H  -2.168  1.734  -0.079  0.13
H  -4.634  -0.820  -1.140  0.13
H  -6.911  -0.294  -1.980  0.11

Results
- charge = -2
- orbital gap (eV) = 4.43
- spin multiplicity = 1
- energy above the lowest of the compared OMol25 structures with the same formula, charge and spin (eV) = 0.540

(5)
A structure of composition C20H26InN2O10. Source: the Open Molecules 2025 dataset; level of theory: wB97M-V/def2-TZVPD.

Each line ends with the Löwdin charge.
Positions of all 59 atoms, in Å:
In  -0.791  -0.211  0.806  1.16
C  -1.500  4.844  1.090  0.04
C  -0.956  3.488  1.039  -0.29
C  0.316  3.176  2.030  -0.26
O  0.721  2.003  2.086  -0.06
C  0.831  4.273  2.874  0.06
C  0.190  5.451  2.862  -0.33
C  -1.022  5.761  1.962  -0.34
O  -1.637  6.915  2.036  -0.03
O  0.638  6.260  3.784  0.00
O  -1.472  2.563  0.411  -0.07
H  -2.278  5.095  0.385  0.12
H  1.712  4.024  3.447  0.12
C  -2.422  -4.184  3.564  0.06
C  -1.762  -3.321  2.645  -0.30
C  -1.109  -3.865  1.301  -0.34
O  -0.445  -3.111  0.589  -0.06
C  -1.335  -5.237  0.996  0.04
C  -2.127  -5.975  1.827  -0.30
C  -2.659  -5.478  3.173  -0.31
O  -3.261  -6.221  4.065  0.00
O  -2.213  -7.234  1.405  -0.04
O  -1.531  -2.097  2.810  -0.10
H  -2.789  -3.804  4.507  0.13
H  -0.906  -5.637  0.089  0.12
C  4.410  -0.069  1.152  -0.07
C  2.919  0.099  0.864  -0.44
C  2.708  1.044  -0.371  -0.15
O  1.303  1.310  -0.615  -0.30
C  0.984  2.298  -1.642  -0.07
N  2.287  -1.143  0.633  0.04
H  4.717  -0.740  1.955  0.07
H  4.920  0.852  1.436  0.07
H  4.913  -0.456  0.266  0.07
H  2.442  0.545  1.736  0.12
H  3.140  0.636  -1.285  0.12
H  3.145  2.028  -0.203  0.13
H  -0.084  2.354  -1.852  0.07
H  1.486  2.035  -2.573  0.07
H  1.343  3.303  -1.417  0.09
H  2.598  -1.539  -0.243  0.07
H  2.649  -1.822  1.287  0.09
C  0.074  -1.920  -4.318  -0.05
C  -0.218  -0.865  -3.190  -0.39
C  -1.664  -0.275  -3.055  -0.14
O  -1.957  0.422  -1.797  -0.30
C  -2.972  1.436  -2.037  -0.11
N  0.306  -1.413  -1.978  0.03
H  -0.105  -1.516  -5.315  0.06
H  -0.619  -2.759  -4.267  0.08
H  1.105  -2.272  -4.285  0.07
H  0.414  0.009  -3.350  0.12
H  -2.381  -1.089  -3.161  0.12
H  -1.877  0.444  -3.846  0.11
H  -3.944  1.102  -2.400  0.09
H  -2.545  2.174  -2.715  0.08
H  -3.264  2.104  -1.226  0.07
H  0.258  -2.422  -1.966  0.07
H  1.315  -1.373  -2.006  0.06

Results
- charge = -1
- orbital gap (eV) = 1.66
- spin multiplicity = 1
- energy above the lowest of the compared OMol25 structures with the same formula, charge and spin (eV) = 0.000

(6)
The molecule C4H6O. Source: the Open Molecules 2025 dataset; level of theory: wB97M-V/def2-TZVPD.

Each line ends with the Löwdin charge.
Positions of all 11 atoms, in Å:
C  -1.689  0.085  0.693  -0.10
C  -0.179  -0.229  0.484  -0.16
C  0.484  -0.218  -0.696  -0.10
C  1.970  -0.100  -0.880  -0.26
H  -2.224  -0.753  1.312  0.10
H  -1.491  1.040  1.342  0.10
H  -2.313  0.514  -0.118  0.07
H  0.453  -0.183  1.387  0.10
H  -0.159  -0.129  -1.639  0.13
H  2.619  -0.151  0.084  0.13
O  2.530  0.124  -1.968  0.00

Results
- orbital gap (eV) = 10.21
- spin multiplicity = 1
- energy above the lowest of the compared OMol25 structures with the same formula, charge and spin (eV) = 0.896

(7)
A structure of composition C25H16AuN4O2S2. Source: the Open Molecules 2025 dataset; level of theory: wB97M-V/def2-TZVPD.

Each line ends with the Löwdin charge.
Positions of all 50 atoms, in Å:
Au  0.872  -1.002  -0.463  0.90
C  4.134  -1.381  -3.496  -0.02
C  3.062  -1.652  -2.635  -0.09
N  2.620  -0.773  -1.759  -0.02
C  3.211  0.447  -1.658  -0.14
C  4.297  0.789  -2.475  -0.14
C  4.743  -0.161  -3.418  0.02
C  4.927  2.050  -2.305  0.01
C  4.509  2.901  -1.318  -0.04
C  3.434  2.564  -0.486  0.02
C  2.733  1.373  -0.654  -0.18
N  1.684  0.941  0.093  0.05
C  0.991  1.574  1.081  -0.18
C  0.852  2.951  1.229  0.02
C  0.115  3.496  2.285  -0.03
C  -0.494  2.685  3.206  0.02
C  -0.434  1.275  3.071  -0.15
C  -1.111  0.397  3.942  0.02
C  -1.072  -0.949  3.714  -0.02
C  -0.359  -1.421  2.601  -0.10
N  0.305  -0.624  1.792  0.03
C  0.276  0.714  2.002  -0.17
H  4.458  -2.135  -4.198  0.12
H  2.543  -2.601  -2.666  0.12
H  5.575  0.088  -4.065  0.13
H  5.761  2.311  -2.944  0.13
H  5.018  3.843  -1.163  0.12
H  3.182  3.229  0.325  0.11
H  1.253  3.616  0.479  0.11
H  0.018  4.571  2.361  0.12
H  -1.055  3.111  4.028  0.13
H  -1.669  0.804  4.776  0.13
H  -1.591  -1.647  4.354  0.12
H  -0.331  -2.478  2.362  0.12
O  -2.830  0.745  1.078  -0.28
S  -2.931  0.278  -0.277  0.66
O  -3.181  1.214  -1.327  -0.26
N  -1.555  -0.606  -0.620  -0.16
C  -1.814  -1.872  -0.761  -0.79
S  -0.495  -2.954  -0.964  0.64
C  -3.247  -2.242  -0.668  -0.22
C  -3.842  -3.483  -0.802  -0.01
C  -5.221  -3.563  -0.649  -0.05
C  -5.978  -2.429  -0.365  -0.04
C  -5.379  -1.180  -0.226  -0.02
C  -4.011  -1.121  -0.386  -0.22
H  -3.247  -4.360  -1.021  0.11
H  -5.717  -4.519  -0.753  0.11
H  -7.050  -2.520  -0.250  0.12
H  -5.962  -0.296  -0.007  0.13

Results
- charge = +1
- orbital gap (alpha / beta) (eV) = 7.46 / 6.10
- spin multiplicity = 3

(8)
The ion C5H7N2O2S with charge +1. Source: the Open Molecules 2025 dataset; level of theory: wB97M-V/def2-TZVPD.

Each line ends with the Löwdin charge.
Positions of all 17 atoms, in Å:
C  0.040  -1.321  -0.321  -0.12
C  3.639  0.452  -0.363  -0.29
C  -0.843  -0.360  0.134  -0.61
C  -2.013  -1.085  0.739  -0.04
C  -1.154  0.788  -0.903  -0.03
N  1.550  1.157  0.768  -0.49
N  2.554  0.438  0.175  0.05
O  0.740  -2.163  -0.571  0.36
O  4.608  0.298  -0.916  0.26
S  0.444  0.445  1.596  1.05
H  -1.640  -1.824  1.454  0.11
H  -2.598  -1.557  -0.079  0.13
H  -2.521  -0.328  1.340  0.11
H  -0.633  0.680  -1.955  0.14
H  -1.331  1.772  -0.486  0.08
H  -2.264  0.442  -1.002  0.11
H  1.422  2.167  0.391  0.18

Results
- charge = +1
- orbital gap (eV) = 8.47
- spin multiplicity = 1
- energy above the lowest of the compared OMol25 structures with the same formula, charge and spin (eV) = 2.074

(9)
The molecule C5H4N2. Source: the Open Molecules 2025 dataset; level of theory: wB97M-V/def2-TZVPD.

Each line ends with the Löwdin charge.
Positions of all 11 atoms, in Å:
C  -1.500  -2.231  1.464  0.13
C  -0.958  -1.332  0.734  -0.24
C  -0.105  -0.332  0.146  -0.25
C  0.757  0.580  0.721  -0.03
N  1.148  1.390  -0.287  -0.03
N  0.614  1.075  -1.475  0.04
C  -0.140  0.023  -1.220  -0.12
H  -1.990  -1.444  0.245  0.10
H  1.115  0.703  1.733  0.13
H  1.755  2.191  -0.231  0.15
H  -0.691  -0.482  -2.004  0.12

Results
- orbital gap (eV) = 10.01
- spin multiplicity = 1
- energy above the lowest of the compared OMol25 structures with the same formula, charge and spin (eV) = 3.866